Version A
The following is a DFT calculation (ωB97M-V/def2-TZVPD) of 2 unconnected molecules or ions with the total composition C4H8.

The geometry in ORCA input format:
```
! wB97M-V def2-TZVPD RIJCOSX def2/J DEFGRID3
* xyz 0 1
C 2.100 -0.301 -0.372
C 1.843 0.346 0.747
H 1.560 -1.202 -0.627
H 2.856 0.037 -1.066
H 1.086 0.041 1.453
H 2.405 1.234 1.018
C -2.172 -0.490 0.238
C -1.801 0.452 -0.615
H -1.852 -1.514 0.114
H -2.755 -0.249 1.118
H -1.287 0.138 -1.517
H -1.982 1.509 -0.491
*
```

## Properties
LUMO (eV): 1.29
E_HOMO (eV): -9.97
SMILES: C=C.C=C
Frontier orbital gap (Eh): 0.414

Here are the natural (NBO) charges for atoms 1 to 5, given in e:
1. C -0.389
2. C -0.378
3. H 0.190
4. H 0.193
5. H 0.196

***

Version B
The following is a DFT calculation (ωB97M-V/def2-TZVPD) of a molecular structure, C4H8.

The geometry in ORCA input format:
```
! wB97M-V def2-TZVPD RIJCOSX def2/J DEFGRID3
* xyz 0 1
C -1.215 -0.595 0.611
C -1.778 -0.876 -0.694
C 1.744 0.753 0.440
C -0.813 -0.022 -1.245
H -0.543 -1.168 1.285
H -2.692 -1.528 -0.834
H 1.715 -0.297 0.017
H 2.790 0.907 0.953
H 0.998 0.814 1.249
H -0.659 0.134 -2.398
H 1.536 1.459 -0.262
H -1.082 0.419 0.877
*
```

## Properties
LUMO (eV): -0.02
E_HOMO (eV): -8.65
Frontier orbital gap (Eh): 0.317

Here are the natural (NBO) charges for atoms 1 to 5, given in e:
1. C -0.224
2. C -0.361
3. C -0.829
4. C -0.259
5. H 0.191

***

Name the least stable of them. version B.

***

Version A
The following is a DFT calculation (ωB97M-V/def2-TZVPD) of 2 unconnected molecules or ions with the total composition C4H8.

The geometry in ORCA input format:
```
! wB97M-V def2-TZVPD RIJCOSX def2/J DEFGRID3
* xyz 0 1
C -0.740 -1.279 -1.462
C -0.537 -1.816 -0.268
H 0.067 -1.149 -2.172
H -1.720 -0.919 -1.742
H 0.430 -2.182 0.047
H -1.347 -1.934 0.440
C 1.102 1.121 1.081
C 0.187 1.963 0.627
H 1.284 0.158 0.630
H 1.691 1.384 1.953
H -0.352 1.787 -0.296
H -0.065 2.866 1.163
*
```

## Properties
LUMO (eV): 1.32
E_HOMO (eV): -10.00
SMILES: C=C.C=C
Frontier orbital gap (Eh): 0.416

Here are the natural (NBO) charges for atoms 1 to 5, given in e:
1. C -0.391
2. C -0.382
3. H 0.194
4. H 0.194
5. H 0.190

***

Version B
The following is a DFT calculation (ωB97M-V/def2-TZVPD) of a single C4H8 molecule.

The geometry in ORCA input format:
```
! wB97M-V def2-TZVPD RIJCOSX def2/J DEFGRID3
* xyz 0 1
C 0.728 1.792 -0.088
C 0.096 0.824 0.605
C 0.283 -0.638 0.381
C -0.846 -1.329 -0.526
H 1.619 1.715 -0.700
H 0.476 2.832 0.181
H -0.721 1.270 1.329
H 0.474 -1.186 1.303
H 1.244 -0.632 -0.075
H -0.776 -0.974 -1.639
H -1.961 -1.227 -0.323
H -0.617 -2.446 -0.447
*
```

## Properties
LUMO (eV): 1.25
E_HOMO (eV): -9.59
SMILES: C=CCC
Frontier orbital gap (Eh): 0.398

Here are the natural (NBO) charges for atoms 1 to 5, given in e:
1. C -0.417
2. C -0.160
3. C -0.455
4. C -0.618
5. H 0.193

***

Name the least stable of them. version A.

***

Version A
The following is a DFT calculation (ωB97M-V/def2-TZVPD) of a single C2H5NO2 molecule.

The geometry in ORCA input format:
```
! wB97M-V def2-TZVPD RIJCOSX def2/J DEFGRID3
* xyz 0 1
C -0.569 -0.620 1.184
O -0.001 -0.817 -0.096
C 0.864 0.230 -0.496
N 0.149 0.782 -1.494
O 1.930 0.482 -0.004
H 0.225 -0.687 1.925
H -1.312 -1.408 1.340
H -1.071 0.358 1.253
H -0.677 0.182 -1.482
H 0.454 1.505 -2.129
*
```

## Properties
LUMO (eV): 0.88
E_HOMO (eV): -10.51
SMILES: COC(N)=O
Frontier orbital gap (Eh): 0.418

Here are the natural (NBO) charges for atoms 1 to 5, given in e:
1. C -0.256
2. O -0.577
3. C 0.880
4. N -0.852
5. O -0.595

***

Version B
The following is a DFT calculation (ωB97M-V/def2-TZVPD) of a single C2H5NO2 molecule.

The geometry in ORCA input format:
```
! wB97M-V def2-TZVPD RIJCOSX def2/J DEFGRID3
* xyz 0 1
N -0.947 -0.616 -0.495
C 0.131 0.546 -0.501
C 1.104 0.214 0.781
O 2.222 0.556 0.732
O 0.379 -0.704 1.622
H -1.074 -0.828 -1.478
H -2.010 -0.278 -0.137
H -0.282 1.475 -0.102
H 0.924 0.524 -1.292
H -0.446 -0.887 0.871
*
```

## Properties
LUMO (eV): 0.43
E_HOMO (eV): -9.81
SMILES: NCC(=O)O
Frontier orbital gap (Eh): 0.377

Here are the natural (NBO) charges for atoms 1 to 5, given in e:
1. N -0.879
2. C -0.380
3. C 0.795
4. O -0.560
5. O -0.737

***

Version C
The following is a DFT calculation (ωB97M-V/def2-TZVPD) of a single C2H5NO2 molecule.

The geometry in ORCA input format:
```
! wB97M-V def2-TZVPD RIJCOSX def2/J DEFGRID3
* xyz 0 1
O -0.799 -1.517 1.190
C -0.065 -1.577 0.173
N 0.509 -0.371 -0.131
C 0.053 0.979 0.277
O -0.362 1.733 -0.743
H 0.402 -2.489 -0.256
H 1.201 -0.335 -0.919
H -0.853 0.748 0.984
H 0.924 1.605 0.897
H -1.012 1.225 -1.471
*
```

## Properties
LUMO (eV): 0.63
E_HOMO (eV): -9.69
SMILES: O=CNCO
Frontier orbital gap (Eh): 0.379

Here are the natural (NBO) charges for atoms 1 to 5, given in e:
1. O -0.618
2. C 0.495
3. N -0.646
4. C 0.099
5. O -0.718

***

Version D
The following is a DFT calculation (ωB97M-V/def2-TZVPD) of a single C2H5NO2 molecule.

The geometry in ORCA input format:
```
! wB97M-V def2-TZVPD RIJCOSX def2/J DEFGRID3
* xyz 0 1
C -1.111 -0.177 -0.253
C 0.264 0.607 -0.014
N 1.315 -0.373 0.295
O 2.294 0.013 0.850
O 1.051 -1.504 0.077
H -1.230 -0.657 -1.268
H -1.269 -0.944 0.525
H -1.840 0.660 -0.224
H 0.394 1.220 -0.897
H 0.133 1.155 0.909
*
```

## Properties
LUMO (eV): 0.63
E_HOMO (eV): -11.00
SMILES: CC[N+](=O)[O-]
Frontier orbital gap (Eh): 0.427

Here are the natural (NBO) charges for atoms 1 to 5, given in e:
1. C -0.615
2. C -0.306
3. N 0.543
4. O -0.379
5. O -0.369

***

Name the least stable of them. version D.

***

Version A
The following is a DFT calculation (ωB97M-V/def2-TZVPD) of a single C2H5NO2 molecule.

The geometry in ORCA input format:
```
! wB97M-V def2-TZVPD RIJCOSX def2/J DEFGRID3
* xyz 0 1
C 0.493 1.086 -0.398
N 0.067 -0.285 -0.215
O 1.046 -1.237 0.155
C -1.141 -0.582 0.213
O -1.291 -1.606 0.922
H 0.685 1.649 0.568
H -0.064 1.493 -1.257
H 1.470 0.917 -0.759
H 0.703 -1.480 1.019
H -1.968 0.046 -0.248
*
```

## Properties
LUMO (eV): 0.78
E_HOMO (eV): -9.76
SMILES: CN(O)C=O
Frontier orbital gap (Eh): 0.387

Here are the natural (NBO) charges for atoms 1 to 5, given in e:
1. C -0.450
2. N -0.152
3. O -0.532
4. C 0.478
5. O -0.637

***

Version B
The following is a DFT calculation (ωB97M-V/def2-TZVPD) of a single C2H5NO2 molecule.

The geometry in ORCA input format:
```
! wB97M-V def2-TZVPD RIJCOSX def2/J DEFGRID3
* xyz 0 1
N -1.695 -0.112 0.366
C -0.315 -0.412 -0.206
C 0.811 0.542 -0.087
O 1.007 1.347 0.786
O 1.673 0.375 -1.115
H -1.633 0.439 1.211
H -2.035 -1.017 0.681
H 0.122 -1.212 0.491
H -0.382 -0.881 -1.165
H 2.448 0.932 -0.962
*
```

## Properties
LUMO (eV): 0.70
E_HOMO (eV): -9.88
SMILES: NCC(=O)O
Frontier orbital gap (Eh): 0.389

Here are the natural (NBO) charges for atoms 1 to 5, given in e:
1. N -0.810
2. C -0.334
3. C 0.773
4. O -0.595
5. O -0.684

***

Version C
The following is a DFT calculation (ωB97M-V/def2-TZVPD) of a single C2H5NO2 molecule.

The geometry in ORCA input format:
```
! wB97M-V def2-TZVPD RIJCOSX def2/J DEFGRID3
* xyz 0 1
N -1.634 0.148 -0.175
C -0.443 -0.580 0.274
C 0.805 0.271 0.101
O 0.827 1.484 0.150
O 1.838 -0.505 -0.077
H -1.804 0.917 0.466
H -1.386 0.660 -1.065
H -0.540 -0.986 1.272
H -0.221 -1.344 -0.432
H 2.560 -0.067 -0.515
*
```

## Properties
LUMO (eV): 0.62
E_HOMO (eV): -9.79
SMILES: NCC(=O)O
Frontier orbital gap (Eh): 0.383

Here are the natural (NBO) charges for atoms 1 to 5, given in e:
1. N -0.806
2. C -0.333
3. C 0.768
4. O -0.601
5. O -0.678

***

Version D
The following is a DFT calculation (ωB97M-V/def2-TZVPD) of a single C2H5NO2 molecule.

The geometry in ORCA input format:
```
! wB97M-V def2-TZVPD RIJCOSX def2/J DEFGRID3
* xyz 0 1
N -1.718 0.613 -0.006
C -0.603 0.230 -0.881
C 0.593 -0.156 0.015
O 1.648 0.533 0.014
O 0.336 -1.304 0.745
H -1.297 0.830 0.913
H -2.367 1.416 -0.263
H -0.907 -0.641 -1.487
H -0.147 1.023 -1.477
H 0.927 -1.192 1.483
*
```

## Properties
LUMO (eV): 0.71
E_HOMO (eV): -9.66
SMILES: NCC(=O)O
Frontier orbital gap (Eh): 0.381

Here are the natural (NBO) charges for atoms 1 to 5, given in e:
1. N -0.843
2. C -0.323
3. C 0.773
4. O -0.581
5. O -0.669

***

Name the least stable of them. version A.

***

Version A
The following is a DFT calculation (ωB97M-V/def2-TZVPD) of a single C2H5NO2 molecule.

The geometry in ORCA input format:
```
! wB97M-V def2-TZVPD RIJCOSX def2/J DEFGRID3
* xyz 0 1
N -0.902 -0.897 0.065
C -0.406 0.184 0.626
O -0.885 0.807 1.548
C 0.856 0.633 -0.211
O 0.524 1.096 -1.487
H -0.715 -1.986 0.366
H -1.478 -1.491 1.013
H 1.575 -0.195 -0.248
H 1.276 1.478 0.334
H 0.155 0.371 -2.005
*
```

## Properties
LUMO (eV): 0.01
E_HOMO (eV): -9.75
SMILES: NC(=O)CO
Frontier orbital gap (Eh): 0.359

Here are the natural (NBO) charges for atoms 1 to 5, given in e:
1. N -0.846
2. C 0.627
3. O -0.550
4. C -0.140
5. O -0.696

***

Version B
The following is a DFT calculation (ωB97M-V/def2-TZVPD) of 2 unconnected molecules or ions with the total composition C2H5NO2.

The geometry in ORCA input format:
```
! wB97M-V def2-TZVPD RIJCOSX def2/J DEFGRID3
* xyz 0 1
C -1.328 -0.117 -0.053
N -0.143 -0.851 0.254
C 0.760 -1.592 0.182
O 1.555 -2.418 0.276
H -2.150 -0.654 -0.553
H -1.526 0.415 0.906
H -0.862 0.710 -0.703
O 2.204 1.426 -0.318
H 1.455 0.826 -0.530
H 2.983 0.876 -0.079
*
```

## Properties
LUMO (eV): 0.50
E_HOMO (eV): -10.46
SMILES: CN=C=O.O
Frontier orbital gap (Eh): 0.403

Here are the natural (NBO) charges for atoms 1 to 5, given in e:
1. C -0.417
2. N -0.545
3. C 0.836
4. O -0.539
5. H 0.226

***

Version C
The following is a DFT calculation (ωB97M-V/def2-TZVPD) of 2 unconnected molecules or ions with the total composition C2H5NO2.

The geometry in ORCA input format:
```
! wB97M-V def2-TZVPD RIJCOSX def2/J DEFGRID3
* xyz 0 1
C 0.234 1.348 0.619
C 1.156 -0.541 -0.618
N 1.063 0.822 -0.057
O -1.690 -0.759 0.049
O -1.473 0.141 1.054
H -0.040 2.410 0.938
H 1.021 -0.458 -1.654
H 0.273 -1.013 -0.179
H 2.104 -0.966 -0.261
H -2.649 -0.984 0.109
*
```

## Properties
LUMO (alpha / beta) (eV): 0.41 / 0.41
E_HOMO (alpha / beta) (eV): -7.89 / -7.89
Frontier orbital gap (alpha / beta) (Eh): 0.305 / 0.305

Here are the natural (NBO) charges for atoms 1 to 5, given in e:
1. C 0.415
2. C -0.438
3. N -0.371
4. O -0.518
5. O -0.486

***

Name the least stable of them. version C.

***

Version A
The following is a DFT calculation (ωB97M-V/def2-TZVPD) of a single C2H5NO2 molecule.

The geometry in ORCA input format:
```
! wB97M-V def2-TZVPD RIJCOSX def2/J DEFGRID3
* xyz 0 1
O -0.824 -0.208 1.545
C -0.192 -1.093 0.903
N 0.434 -0.711 -0.334
C 0.816 0.556 -0.854
O -0.301 1.396 -1.011
H -0.309 -2.172 1.168
H 0.994 -1.422 -0.666
H 1.419 1.080 -0.141
H 1.221 0.168 -1.870
H -1.107 1.038 -0.718
*
```

## Properties
LUMO (eV): 0.68
E_HOMO (eV): -9.96
SMILES: O=CNCO
Frontier orbital gap (Eh): 0.391

Here are the natural (NBO) charges for atoms 1 to 5, given in e:
1. O -0.601
2. C 0.499
3. N -0.643
4. C 0.105
5. O -0.726

***

Version B
The following is a DFT calculation (ωB97M-V/def2-TZVPD) of 2 unconnected molecules or ions with the total composition C2H5NO2.

The geometry in ORCA input format:
```
! wB97M-V def2-TZVPD RIJCOSX def2/J DEFGRID3
* xyz 0 1
O -0.051 1.736 -0.251
C -0.418 0.600 -0.140
C -0.144 -0.680 0.156
N -1.832 -0.231 0.239
H 0.168 -1.412 -0.577
H -2.447 -0.434 -0.539
H -2.182 -0.258 1.188
O 2.257 -0.127 -0.172
H 2.095 0.715 -0.622
H 2.554 0.091 0.717
*
```

## Properties
LUMO (eV): 0.66
E_HOMO (eV): -8.87
SMILES: [O-]C1=C[NH2+]1.O
Frontier orbital gap (Eh): 0.351

Here are the natural (NBO) charges for atoms 1 to 5, given in e:
1. O -0.573
2. C 0.600
3. C -0.291
4. N -0.786
5. H 0.230

***

Name the least stable of them. version B.

***

Version A
The following is a DFT calculation (ωB97M-V/def2-TZVPD) of 3 unconnected molecules or ions with the total composition C2H10N2O2.

The geometry in ORCA input format:
```
! wB97M-V def2-TZVPD RIJCOSX def2/J DEFGRID3
* xyz 0 1
H 2.648 -1.542 0.547
N 1.946 -0.968 0.103
C 0.773 -1.185 0.543
N -0.188 -0.266 0.758
C -1.623 -0.457 0.849
H 0.473 -2.178 0.934
H 0.075 0.699 0.914
H -2.231 0.155 0.189
H -1.943 -0.421 1.891
H -1.755 -1.511 0.581
O -0.902 -0.455 -2.341
H -0.082 -0.160 -2.746
H -0.937 -0.112 -1.437
O 0.373 2.747 0.504
H -0.188 2.948 -0.268
H 1.204 2.605 0.029
*
```

## Properties
LUMO (eV): 0.60
E_HOMO (eV): -8.78
SMILES: [H]/N=C/NC.O.O
Frontier orbital gap (Eh): 0.345

Here are the natural (NBO) charges for atoms 1 to 5, given in e:
1. H 0.353
2. N -0.767
3. C 0.320
4. N -0.640
5. C -0.425

***

Version B
The following is a DFT calculation (ωB97M-V/def2-TZVPD) of 3 unconnected molecules or ions with the total composition C2H10N2O2.

The geometry in ORCA input format:
```
! wB97M-V def2-TZVPD RIJCOSX def2/J DEFGRID3
* xyz 0 1
C -1.185 -0.402 1.652
N -1.213 1.008 1.221
C -0.145 1.566 0.817
N 0.844 0.958 0.073
H -2.132 -0.571 2.148
H -0.339 -0.421 2.339
H -0.983 -1.134 0.860
H -0.078 2.650 0.779
H 1.415 1.512 -0.537
H 0.921 -0.040 0.005
O -3.022 -0.547 -1.575
H -2.295 0.092 -1.618
H -3.080 -0.586 -0.610
O 3.999 -1.695 -1.363
H 4.372 -1.129 -2.046
H 4.308 -2.596 -1.464
*
```

## Properties
LUMO (eV): 0.58
E_HOMO (eV): -8.72
SMILES: C/N=C\N.O.O
Frontier orbital gap (Eh): 0.342

Here are the natural (NBO) charges for atoms 1 to 5, given in e:
1. C -0.463
2. N -0.520
3. C 0.288
4. N -0.843
5. H 0.210

***

Version C
The following is a DFT calculation (ωB97M-V/def2-TZVPD) of 4 unconnected molecules or ions with the total composition C2H10N2O2.

The geometry in ORCA input format:
```
! wB97M-V def2-TZVPD RIJCOSX def2/J DEFGRID3
* xyz 0 1
C 1.104 -0.084 -1.121
N 2.253 0.499 -0.405
C -1.700 0.454 1.391
N -2.439 0.863 0.413
H 0.846 0.598 -1.957
H 1.102 -1.104 -1.338
H 0.174 -0.017 -0.578
H 3.118 0.063 -0.609
H -1.772 -0.503 1.899
H -0.768 1.038 1.574
H 1.467 -0.670 2.455
H 2.026 0.488 0.634
O 0.997 -0.114 1.842
H -2.463 0.140 -0.418
H -2.244 -0.885 -2.264
O -1.702 -0.767 -1.517
*
```

## Properties
LUMO (eV): -4.90
E_HOMO (eV): -8.60
Frontier orbital gap (Eh): 0.136

Here are the natural (NBO) charges for atoms 1 to 5, given in e:
1. C -0.446
2. N -0.670
3. C 0.026
4. N -0.388
5. H 0.221

***

Name the least stable of them. version C.